The following is a DFT calculation (ωB97M-V with the def2-TZVPD basis set) of the molecule CH2F3NO in a non-equilibrium geometry.

Geometry as XYZ:
```
8
Properties=species:S:1:pos:R:3:forces:R:3
N -0.340 0.119 -0.253 0.9 -0.9 -2.0
C 0.199 0.162 -1.529 -1.1 0.3 0.6
F 1.213 -0.647 -1.801 0.4 -1.4 0.7
F 0.693 1.332 -1.999 0.2 1.2 0.5
O -0.815 0.020 -2.466 -1.6 -0.2 -2.4
F -2.041 -0.671 -2.151 1.5 0.2 0.8
H 0.259 0.340 0.485 0.5 0.4 1.3
H -1.318 0.267 -0.269 -0.6 0.4 0.7
```
Forces are in eV/Å.

Properties
**Strongest force on any atom**: 2.93 eV/A
**M**: 101.03 u
**SMILES string**: NC(F)(F)OF
**E**: -12755.8398 eV

The following is a DFT calculation (ωB97M-V with the def2-TZVPD basis set) of a structure of composition C21H30F2N4PPd in a non-equilibrium geometry.

Geometry as XYZ:
```
59
Properties=species:S:1:pos:R:3:forces:R:3
Pd 1.298 0.193 0.431 1.4 -2.0 1.7
N 2.644 -3.648 -1.525 0.3 0.7 0.3
C 1.363 -3.991 -1.751 -1.1 0.3 0.2
C 0.589 -2.954 -1.252 -0.3 -1.1 -0.3
N 1.384 -2.002 -0.732 0.8 0.9 0.2
C 2.644 -2.439 -0.903 -0.4 -0.2 0.0
C 3.739 -1.670 -0.437 0.4 0.4 0.3
N 3.529 -0.477 0.149 -1.0 -0.4 -0.2
C 4.736 -0.006 0.497 1.3 -0.4 0.1
C 5.713 -0.926 0.126 -0.2 1.2 0.6
N 5.068 -1.952 -0.456 -0.8 -0.1 -0.2
H 3.443 -4.209 -1.790 0.0 0.1 0.1
H 1.074 -4.910 -2.224 0.0 -0.1 -0.2
H -0.481 -2.876 -1.264 -0.1 -0.1 0.0
H 4.896 0.946 0.962 0.1 0.1 0.0
H 6.778 -0.889 0.258 0.1 0.0 -0.1
H 5.525 -2.773 -0.834 -0.1 0.1 0.0
F 1.282 2.849 1.627 1.2 -1.3 0.1
C 2.268 1.930 1.507 -1.0 2.4 -2.8
F 2.998 2.304 0.418 -0.6 -0.5 1.5
H 2.885 1.915 2.418 -0.3 -1.1 -0.1
C -3.223 -1.441 -1.328 0.0 -0.1 -0.3
C -2.954 -0.749 -0.010 0.5 -1.6 0.2
C -2.755 -1.727 1.142 -0.3 -0.3 0.2
C -3.978 0.316 0.310 0.5 0.8 0.1
P -1.178 0.092 -0.119 -0.1 3.0 -0.2
C -1.029 1.051 1.424 -0.1 -0.4 -0.4
C -1.655 2.281 1.660 0.3 0.0 -0.2
C -1.528 2.894 2.893 -0.2 0.0 -0.2
C -0.758 2.320 3.899 0.4 -0.6 0.0
C -0.113 1.105 3.674 0.1 0.7 0.5
C -0.250 0.460 2.454 0.0 -0.7 -0.5
C -0.829 1.184 -1.699 0.1 -0.7 0.8
C -1.999 2.070 -2.072 -0.1 0.0 0.0
C 0.407 1.982 -1.305 -0.2 0.3 0.0
C -0.464 0.187 -2.793 0.1 -0.2 -0.1
H -4.145 -2.022 -1.246 0.0 0.0 0.2
H -2.438 -2.145 -1.598 0.0 0.0 -0.1
H -3.383 -0.735 -2.141 0.1 0.0 0.0
H -3.662 -2.324 1.258 -0.1 0.0 0.0
H -2.593 -1.209 2.087 0.0 0.0 0.0
H -1.934 -2.422 0.963 0.0 0.0 0.0
H -4.963 -0.159 0.311 0.1 -0.3 -0.1
H -4.024 1.105 -0.438 0.0 0.1 0.0
H -3.830 0.750 1.296 0.0 0.0 0.0
H -2.272 2.740 0.903 0.0 0.1 -0.1
H -2.056 3.819 3.080 0.0 0.1 0.0
H -0.676 2.805 4.861 0.0 0.0 0.0
H 0.471 0.656 4.464 0.0 -0.1 0.1
H 0.130 -0.569 2.349 -0.3 0.1 0.1
H -2.275 2.755 -1.272 -0.1 0.0 0.0
H -2.866 1.493 -2.385 -0.1 0.0 0.0
H -1.706 2.685 -2.928 0.1 0.0 0.0
H 0.185 2.769 -0.581 0.1 -0.2 0.0
H 0.855 2.451 -2.183 0.0 -0.1 0.0
H 1.205 1.281 -0.907 -0.1 1.2 -1.3
H -1.269 -0.511 -3.007 0.0 -0.1 0.0
H 0.436 -0.374 -2.520 -0.1 0.0 -0.1
H -0.257 0.720 -3.721 0.0 0.1 0.0
```
Forces are in eV/Å.

Properties
**Charge**: +3
**Strongest force on any atom**: 3.82 eV/A
**M**: 513.89 u
**E**: -46397.1654 eV

> What is the formula in the first record?

CH2F3NO

> Look up the strongest force on any atom of the first one.

2.93 eV/A

> Number 1 is which compound?

CH2F3NO